No. 1
13
Properties=species:S:1:pos:R:3 method="wB97M-V/def2-TZVPD" gap_ev=9.694 e_homo_ev=-9.034 charge=0 smiles="C=CC(=C)CF" relative_energy_kj_mol=89.03 spin_multiplicity=1
C 1.682 -0.061 0.159
C 0.253 0.302 0.013
C -0.051 1.606 -0.203
C -0.653 -0.879 0.177
C -1.953 -0.939 -0.174
H 1.861 -0.128 1.245
H 2.363 0.678 -0.285
H -1.064 1.971 -0.319
H 0.689 2.374 -0.117
H -0.087 -1.698 0.666
H -2.551 -1.843 -0.030
H -2.432 -0.101 -0.698
F 1.943 -1.282 -0.434



No. 2
39
Properties=species:S:1:pos:R:3 method="wB97M-V/def2-TZVPD" gap_ev=7.613 e_homo_ev=-4.977 charge=-1 relative_energy_kj_mol=138.07 spin_multiplicity=1
Bi 0.344 -1.175 -1.072
O 2.506 -0.758 -1.032
C 3.083 0.021 -0.132
C 4.282 -0.424 0.443
C 4.949 0.346 1.370
C 4.444 1.582 1.756
C 3.263 2.036 1.208
C 2.564 1.273 0.273
C 1.294 1.711 -0.261
N 0.580 2.609 0.272
C -0.720 2.940 -0.221
C -1.388 1.988 -1.242
N -1.490 0.662 -0.724
C -2.588 0.222 -0.248
C -2.725 -1.030 0.432
C -3.979 -1.654 0.457
C -4.174 -2.855 1.091
C -3.102 -3.453 1.757
C -1.883 -2.835 1.816
C -1.631 -1.597 1.169
O -0.484 -1.039 1.272
H 4.653 -1.390 0.134
H 5.858 -0.032 1.818
H 4.968 2.175 2.494
H 2.854 2.998 1.487
H 0.975 1.168 -1.158
H -0.658 3.938 -0.675
H -1.367 3.028 0.661
H -0.788 1.957 -2.156
H -2.379 2.404 -1.485
H -3.510 0.824 -0.348
H -4.798 -1.180 -0.072
H -5.143 -3.335 1.072
H -3.247 -4.416 2.231
H -1.056 -3.282 2.349
Cl 0.546 -3.641 -1.873
S -0.386 0.562 -5.590
C 0.006 0.015 -4.171
N 0.325 -0.366 -3.102